# 1
A 8-piece molecular cluster, C13H23Br10Cl9 overall, computed with wB97M-V/def2-TZVPD.

Geometry as XYZ:
```
55
Properties=species:S:1:pos:R:3:lowdin_charge:R:1
Cl -0.184 3.924 -5.393 0.50
C 0.210 3.405 -3.688 -1.56
Cl 1.186 1.969 -3.675 0.56
Cl -1.234 3.138 -2.813 0.57
H 0.753 4.149 -3.106 0.01
Cl 5.086 2.142 -3.460 0.52
C 5.233 0.862 -2.224 -1.50
Cl 5.322 1.539 -0.561 0.53
Cl 6.662 -0.110 -2.568 0.50
H 4.451 0.105 -2.167 -0.04
Cl -1.406 0.635 2.737 0.57
C -1.727 0.751 4.439 -1.54
Cl -2.614 -0.675 5.025 0.53
Cl -2.695 2.200 4.750 0.52
H -0.830 0.912 5.037 0.02
Br -1.314 -3.437 1.377 0.59
C -3.305 -3.733 1.306 -0.61
C -3.961 -2.402 1.561 -0.74
Br -5.888 -2.498 1.449 0.69
H -3.639 -4.500 2.004 0.06
H -3.531 -4.131 0.317 0.05
H -3.681 -1.554 0.937 -0.04
H -3.691 -2.096 2.571 0.02
Br 6.009 -3.151 -0.880 0.51
C 4.741 -2.876 0.734 -0.61
C 5.088 -1.538 1.432 -0.70
Br 3.941 -1.382 3.018 0.60
H 4.839 -3.623 1.522 0.05
H 3.701 -2.888 0.409 -0.01
H 5.018 -0.591 0.895 -0.03
H 6.106 -1.567 1.820 0.05
Br -6.148 0.932 -2.877 0.53
C -6.164 -1.089 -3.128 -0.61
C -6.079 -1.796 -1.774 -0.74
Br -6.464 -3.727 -1.959 0.58
H -5.253 -1.361 -3.662 0.05
H -7.072 -1.249 -3.709 0.05
H -6.802 -1.374 -1.077 0.02
H -5.091 -1.662 -1.333 -0.01
Br 2.091 -0.890 -0.718 0.65
C 0.236 -0.678 -1.525 -0.61
C -0.645 0.017 -0.519 -0.69
Br -2.540 -0.208 -1.088 0.66
H -0.150 -1.659 -1.802 0.05
H 0.373 -0.128 -2.456 -0.01
H -0.405 1.071 -0.373 0.00
H -0.450 -0.529 0.404 -0.02
Br 3.873 4.730 3.699 0.61
C 2.545 4.530 2.237 -0.68
C 2.898 3.316 1.486 -0.71
Br 1.706 3.138 -0.076 0.64
H 2.489 5.433 1.629 0.06
H 1.582 4.395 2.729 0.06
H 2.920 2.349 1.988 0.06
H 3.906 3.463 1.097 0.02
```

The LUMO energy comes out at 0.003 Eh. Its HOMO-LUMO gap is 10.21 eV. As for the SMILES: ClC(Cl)Cl.ClC(Cl)Cl.ClC(Cl)Cl.BrCCBr.BrCCBr.BrCCBr.BrCCBr.BrCCBr. The total energy comes out at -30390.97738 Eh.

# 2
One molecule with the formula C5H9O2S, computed with wB97M-V/def2-TZVPD.

Geometry as XYZ:
```
17
Properties=species:S:1:pos:R:3:mulliken_spin:R:1
O -1.507 -2.400 -0.283 0.13
C -0.319 -2.178 -0.240 -0.03
O 0.477 -2.808 -1.051 0.88
C 0.341 -1.207 0.735 0.00
C 1.151 -0.138 0.020 0.01
C 0.349 0.843 -0.797 0.00
S -0.690 1.956 0.168 0.00
C 0.509 2.903 1.083 0.00
H -0.539 -0.830 1.247 0.01
H 0.949 -1.764 1.454 0.00
H 1.743 0.431 0.745 0.00
H 1.911 -0.626 -0.586 0.00
H -0.371 0.380 -1.485 0.00
H 0.996 1.425 -1.454 0.00
H 0.772 2.550 2.070 0.00
H 0.079 3.890 1.219 0.00
H 1.436 3.046 0.536 0.00
```

The LUMO energy (alpha / beta) comes out at 0.028 / -0.109 Eh. The expectation value of S² is 0.755. Its HOMO-LUMO gap (alpha / beta) is 9.60 / 5.85 eV. The total energy comes out at -744.51447 Eh. As for the spin multiplicity: 2.

It is found that the energy relative to the best compared isomer or geometry (same formula, charge and spin) values, taken in the order of the records, are 22.3 0.0 kcal/mol.